Entry 1:
Formula: C5H15NO2
Source: OMol25
Level of theory: ωB97M-V/def2-TZVPD

Atoms and positions in Å:
C  -2.5321  -0.2468  -0.6342
C  -1.4674  0.7303  -0.5989
C  -0.0763  -0.0546  -0.7305
C  0.9905  0.9985  -1.1737
O  2.3059  0.3960  -1.4745
N  0.3501  -0.7299  0.4604
C  -0.1945  -2.1806  0.3937
H  -3.0074  -0.6064  -1.6208
H  -2.3021  -1.1739  0.0258
H  -3.4062  0.1972  -0.1443
H  -1.5523  1.4733  -1.4034
H  -1.3462  1.3247  0.3345
H  -0.0494  -0.8370  -1.4835
H  1.2488  1.7506  -0.2944
H  0.6133  1.4119  -2.1333
H  2.0258  -0.5385  -1.5206
H  -0.1265  -0.4323  1.3773
H  0.3184  -2.8665  1.0607
H  -0.1639  -2.6942  -0.5821
H  -1.1621  -1.9762  0.7854
O  0.8310  1.1784  3.1688
H  0.9026  1.4349  2.1460
H  0.1407  0.5652  3.1371

Summary:
net charge = 0
gap between HOMO and LUMO = 9.77 eV
F_max = 4.669 eV Å⁻¹
structure (SMILES) = CC[C@@H](CO)NC.O
ΔE to the lowest compared entry with this formula, charge and spin = 74.1 kcal per mole
LUMO = 0.638 eV

Results of the Mulliken charge analysis, in e, for atoms 1 through 6: atom 1 (C): -0.919, atom 2 (C): -0.405, atom 3 (C): -0.502, atom 4 (C): -0.349, atom 5 (O): -0.499, atom 6 (N): -0.155

---

Entry 2:
Formula: C5H15NO2
Source: OMol25
Level of theory: ωB97M-V/def2-TZVPD

Atoms and positions in Å:
C  1.9903  0.1446  1.5418
C  0.7219  -0.5596  1.0484
C  0.3920  -0.4856  -0.4526
C  -0.5920  -1.6283  -0.7822
O  0.1219  -2.8697  -0.9376
N  -0.2302  0.7494  -0.8593
C  0.5602  1.6758  -1.6320
H  2.0896  0.0432  2.6046
H  2.8828  -0.3005  1.0871
H  2.0256  1.1960  1.2537
H  0.7026  -1.5913  1.3907
H  -0.0548  0.0774  1.4842
H  1.3011  -0.7089  -1.0036
H  -0.9716  -1.3538  -1.7454
H  -1.3379  -1.7608  0.0026
H  -0.3631  -3.5667  -0.4960
H  -1.0252  1.0836  -0.3455
H  0.0050  2.3328  -2.3087
H  1.3163  1.1662  -2.2220
H  1.0753  2.4008  -0.9755
O  -3.3110  1.1307  0.9192
H  -3.5155  2.0529  0.7599
H  -3.7833  0.7719  1.6683

Summary:
net charge = 0
gap between HOMO and LUMO = 8.57 eV
F_max = 1.660 eV Å⁻¹
structure (SMILES) = CC[C@@H](CO)NC.O
ΔE to the lowest compared entry with this formula, charge and spin = 36.0 kcal per mole
LUMO = 0.622 eV

Results of the Mulliken charge analysis, in e, for atoms 1 through 6: atom 1 (C): -1.329, atom 2 (C): -0.461, atom 3 (C): 0.291, atom 4 (C): -0.920, atom 5 (O): -0.544, atom 6 (N): -0.197

---

Entry 3:
Formula: C5H15NO2
Source: OMol25
Level of theory: ωB97M-V/def2-TZVPD

Atoms and positions in Å:
C  -1.2099  1.3391  -1.1599
N  -0.2404  0.5738  -0.9006
C  1.1045  1.0950  -0.9243
C  1.6950  1.0632  0.4804
C  1.7965  -0.2896  1.1355
C  2.5920  -1.3254  0.3683
H  -2.2582  1.1285  -0.9957
H  -1.0088  2.4071  -1.4739
H  1.7106  0.3658  -1.4922
H  1.2032  2.1134  -1.2935
H  1.2535  1.8647  1.0674
H  2.7895  1.4947  0.4017
H  0.7942  -0.6553  1.3279
H  2.1487  -0.3068  2.1650
H  2.8292  -2.2438  0.8914
H  2.1973  -1.6050  -0.6004
H  3.5912  -0.9671  0.1718
O  -1.4605  -1.7727  -0.0522
H  -0.9409  -0.9671  -0.3179
H  -1.6171  -2.3062  -0.8357
O  -3.4936  -0.0436  0.7507
H  -3.8782  -0.2902  1.6095
H  -2.8781  -0.8376  0.6439

Summary:
net charge = 0
gap between HOMO and LUMO = 11.11 eV
F_max = 3.414 eV Å⁻¹
structure (SMILES) = C=NCCCC.O.O
ΔE to the lowest compared entry with this formula, charge and spin = 29.6 kcal per mole
LUMO = 0.961 eV

Results of the Mulliken charge analysis, in e, for atoms 1 through 6: atom 1 (C): -0.369, atom 2 (N): -0.248, atom 3 (C): -0.887, atom 4 (C): -0.558, atom 5 (C): -0.252, atom 6 (C): -1.255

---

Entry 4:
Formula: C5H15NO3P
Source: OMol25
Level of theory: ωB97M-V/def2-TZVPD

Atoms and positions in Å:
C  -2.9484  0.6483  0.7499
C  -2.1381  -0.8522  -0.9615
C  2.6318  -2.2093  0.1051
C  -3.1418  0.2483  -0.7051
C  2.9771  2.2420  -0.2382
N  2.0400  1.4181  -0.0700
O  -0.6412  -0.2071  1.9532
O  1.8239  -1.1280  0.5839
O  -0.4583  1.6225  0.0883
P  -1.1841  0.6234  0.9127
H  -3.3723  -0.0855  1.3971
H  -2.5397  -1.7244  -0.6417
H  -2.0144  -0.8320  -1.9776
H  -1.0650  -0.8765  -0.5984
H  3.2236  -1.8809  -0.6947
H  1.8998  -3.0057  -0.1559
H  3.2732  -2.6472  0.7856
H  -4.1261  -0.2194  -1.0844
H  -2.7926  0.9739  -1.3722
H  4.0465  1.8915  -0.1742
H  2.9172  3.4001  -0.3680
H  2.1730  0.4373  0.0266
H  -3.3667  1.5648  0.9254
H  1.0285  1.9415  -0.0214
H  1.7538  -1.3434  1.5355

Summary:
net charge = +1
gap between HOMO and LUMO = 10.68 eV
F_max = 5.451 eV Å⁻¹
ΔE to the lowest compared entry with this formula, charge and spin = 36.0 kcal per mole
LUMO = -3.733 eV

Results of the Mulliken charge analysis, in e, for atoms 1 through 6: atom 1 (C): -0.671, atom 2 (C): -1.287, atom 3 (C): -0.741, atom 4 (C): -0.368, atom 5 (C): -0.033, atom 6 (N): 0.029

---

Entry 5:
Formula: C5H15NOSi
Source: OMol25
Level of theory: ωB97M-V/def2-TZVPD

Atoms and positions in Å:
C  -2.8005  -1.3147  -1.4762
C  1.7816  -1.0509  1.7816
C  -0.0420  1.4605  1.4521
C  2.4164  1.1869  -0.2965
C  -2.0663  0.0935  -1.3794
N  -0.0056  -0.9579  -0.2116
O  -0.6645  0.0015  -1.5420
Si  1.0481  0.2305  0.5181
H  -3.6272  -1.5549  -0.8109
H  -3.0275  -1.5408  -2.6110
H  -2.0157  -1.9057  -1.1352
H  0.8435  -1.5391  1.9841
H  2.5004  -1.6569  1.2559
H  2.3150  -0.5486  2.5955
H  -0.6571  1.0414  2.2672
H  0.6225  2.2549  1.8523
H  -0.6914  1.9688  0.7795
H  2.2862  1.3123  -1.4148
H  2.6641  2.1891  0.1124
H  3.3792  0.6503  -0.2303
H  -2.3017  0.5636  -0.3357
H  -2.3324  0.8562  -2.2507
H  0.3753  -1.7401  -0.9043

Summary:
net charge = 0
gap between HOMO and LUMO = 10.43 eV
F_max = 5.596 eV Å⁻¹
ΔE to the lowest compared entry with this formula, charge and spin = 91.0 kcal per mole
LUMO = 0.716 eV

Results of the Mulliken charge analysis, in e, for atoms 1 through 6: atom 1 (C): -0.927, atom 2 (C): -1.094, atom 3 (C): -1.076, atom 4 (C): -1.082, atom 5 (C): -0.073, atom 6 (N): -0.243

---

Entry 6:
Formula: C5H15NS
Source: OMol25
Level of theory: ωB97M-V/def2-TZVPD

Atoms and positions in Å:
C  -0.1140  -2.3925  -2.1089
N  0.8891  -1.5757  -1.4233
C  1.5718  -0.5668  -2.2249
H  0.3270  -2.9914  -2.9126
H  -0.5864  -3.0394  -1.3788
H  -0.8678  -1.7131  -2.5314
H  1.5746  -2.1756  -0.9699
H  0.3085  -0.9699  -0.3471
H  2.0272  -0.9312  -3.1604
H  2.3476  -0.1292  -1.6096
H  0.8576  0.2187  -2.4888
C  -0.3317  2.6787  2.3150
C  -0.5040  2.2098  0.8714
C  -1.2841  0.8869  0.7818
S  -0.1853  -0.5688  1.1131
H  -1.2888  2.8025  2.8217
H  0.2625  3.5915  2.4477
H  0.2118  1.8797  2.8401
H  -1.0403  2.9595  0.2669
H  0.4594  2.0238  0.3913
H  -1.6901  0.7959  -0.2311
H  -2.1304  0.8380  1.4765

Summary:
net charge = 0
gap between HOMO and LUMO = 8.18 eV
F_max = 1.172 eV Å⁻¹
ΔE to the lowest compared entry with this formula, charge and spin = 20.4 kcal per mole
LUMO = 0.622 eV

Results of the Mulliken charge analysis, in e, for atoms 1 through 6: atom 1 (C): -0.883, atom 2 (N): -0.262, atom 3 (C): -0.922, atom 4 (H): 0.340, atom 5 (H): 0.317, atom 6 (H): 0.329

---

Entry 7:
Formula: C5H15NS
Source: OMol25
Level of theory: ωB97M-V/def2-TZVPD

Atoms and positions in Å:
C  1.3905  -1.4479  1.5570
C  1.8621  -0.1813  0.8363
C  1.2443  1.0609  1.4699
N  1.4487  2.2468  0.6480
H  0.3369  -1.6124  1.3389
H  1.4971  -1.3335  2.6391
H  1.9563  -2.3302  1.2579
H  2.9483  -0.1008  0.8516
H  1.5607  -0.2437  -0.2128
H  1.7610  1.2221  2.4181
H  0.1985  0.8429  1.7168
H  1.0909  3.0700  1.1160
H  0.9342  2.1556  -0.2209
C  -2.9407  -0.4293  -0.6967
S  -1.3498  0.3402  -1.0523
C  -1.0867  -0.3058  -2.7170
H  -2.8659  -1.5166  -0.6949
H  -3.6879  -0.0644  -1.3999
H  -3.2321  -0.1217  0.3099
H  -0.1744  0.1490  -3.0973
H  -0.9786  -1.3859  -2.7085
H  -1.9133  -0.0138  -3.3589

Summary:
net charge = 0
gap between HOMO and LUMO = 9.59 eV
F_max = 0.464 eV Å⁻¹
structure (SMILES) = CCCN.CSC
ΔE to the lowest compared entry with this formula, charge and spin = 2.2 kcal per mole
LUMO = 0.905 eV

Results of the Mulliken charge analysis, in e, for atoms 1 through 6: atom 1 (C): -1.122, atom 2 (C): -0.119, atom 3 (C): -0.533, atom 4 (N): -0.674, atom 5 (H): 0.223, atom 6 (H): 0.307

---

Entry 8:
Formula: C5H15PSi
Source: OMol25
Level of theory: ωB97M-V/def2-TZVPD

Atoms and positions in Å:
C  1.5917  0.5513  -3.0228
C  0.3312  1.3582  -2.6986
P  -0.0027  1.1216  -0.9325
Si  -0.4201  -0.1293  1.1244
C  0.8646  -1.4640  1.0003
C  -0.2743  0.2036  2.9314
C  -2.1800  -0.6159  0.7307
H  1.3257  -0.4449  -3.4024
H  2.2314  0.4629  -2.1761
H  2.2168  0.8425  -3.8516
H  -0.5407  0.8869  -3.2992
H  1.0993  1.7680  -0.4193
H  -0.9225  2.0544  -0.7665
H  1.9202  -1.2957  0.8793
H  0.8792  -2.0133  1.9180
H  0.6159  -2.0979  0.1995
H  0.6847  -0.0899  3.3866
H  -0.4324  1.2136  3.3603
H  -1.0681  -0.4345  3.3518
H  -2.8760  0.2039  0.8383
H  -2.2466  -0.7457  -0.3762
H  -2.7971  -1.3358  1.2248

Summary:
net charge = 0
gap between HOMO and LUMO = 6.97 eV
F_max = 2.381 eV Å⁻¹
structure (SMILES) = CC=[PH2][Si](C)(C)C
ΔE to the lowest compared entry with this formula, charge and spin = 72.1 kcal per mole
LUMO = 0.088 eV

Results of the Mulliken charge analysis, in e, for atoms 1 through 6: atom 1 (C): -0.929, atom 2 (C): -0.406, atom 3 (P): 0.040, atom 4 (Si): 0.437, atom 5 (C): -1.297, atom 6 (C): -1.114

---

Repeat the fourth record exactly.
Formula: C5H15NO3P
Source: OMol25
Level of theory: ωB97M-V/def2-TZVPD

Atoms and positions in Å:
C  -2.9484  0.6483  0.7499
C  -2.1381  -0.8522  -0.9615
C  2.6318  -2.2093  0.1051
C  -3.1418  0.2483  -0.7051
C  2.9771  2.2420  -0.2382
N  2.0400  1.4181  -0.0700
O  -0.6412  -0.2071  1.9532
O  1.8239  -1.1280  0.5839
O  -0.4583  1.6225  0.0883
P  -1.1841  0.6234  0.9127
H  -3.3723  -0.0855  1.3971
H  -2.5397  -1.7244  -0.6417
H  -2.0144  -0.8320  -1.9776
H  -1.0650  -0.8765  -0.5984
H  3.2236  -1.8809  -0.6947
H  1.8998  -3.0057  -0.1559
H  3.2732  -2.6472  0.7856
H  -4.1261  -0.2194  -1.0844
H  -2.7926  0.9739  -1.3722
H  4.0465  1.8915  -0.1742
H  2.9172  3.4001  -0.3680
H  2.1730  0.4373  0.0266
H  -3.3667  1.5648  0.9254
H  1.0285  1.9415  -0.0214
H  1.7538  -1.3434  1.5355

Summary:
net charge = +1
gap between HOMO and LUMO = 10.68 eV
F_max = 5.451 eV Å⁻¹
ΔE to the lowest compared entry with this formula, charge and spin = 36.0 kcal per mole
LUMO = -3.733 eV

Results of the Mulliken charge analysis, in e, for atoms 1 through 6: atom 1 (C): -0.671, atom 2 (C): -1.287, atom 3 (C): -0.741, atom 4 (C): -0.368, atom 5 (C): -0.033, atom 6 (N): 0.029

---

- Among the records above, which one has the highest net charge?
  C5H15NO3P

---

- Number 6 is which compound?
  C5H15NS